ORCA calculation (ωB97M-V/def2-TZVPD) on a molecular structure, C16H30InO5S.

Properties
HOMO level ... -0.6993 Eh
LUMO energy ... -0.6012 Ha
Charge ... +3
Gap between HOMO and LUMO ... 2.67 eV

```
53
Properties=species:S:1:pos:R:3:forces:R:3:mulliken_charge:R:1
C 5.16809 -0.23042 2.70137 -1.526 -0.665 -0.451 -0.970
C 4.83918 -0.05674 1.11608 1.163 0.141 0.336 -0.491
C 3.52514 0.85223 0.88290 -1.307 1.042 -0.036 -0.429
C 2.52520 -0.00904 -0.06300 -0.577 -0.671 -0.194 -0.494
C 1.73031 0.90184 -1.12555 1.965 0.166 -1.282 -1.653
C 0.08781 0.86096 -0.92390 -0.935 -1.568 -1.017 0.881
C -0.12472 1.69900 0.43871 0.365 1.444 0.918 -0.495
C -1.05617 3.00594 0.29923 -0.302 0.865 0.721 -0.302
C -2.22623 2.97885 1.45275 -0.280 0.056 -0.337 -0.921
O -0.32336 1.48150 -2.19541 -1.694 -0.559 -0.187 -0.378
S -1.83839 0.96710 -2.75916 -4.975 2.479 2.152 1.159
O -3.04723 1.65089 -2.16446 4.844 -2.164 -1.290 -0.493
O -2.02917 0.99880 -4.27336 2.515 0.960 5.459 -0.450
O -1.75908 -0.53144 -1.99696 1.086 2.514 -1.045 -0.315
C -0.61794 -0.59921 -1.05884 -0.450 -1.094 0.337 1.125
C 0.28288 -1.76855 -1.76564 1.499 -0.449 0.578 -0.952
C -0.57718 -2.92954 -2.44812 2.288 -3.186 -1.922 -0.090
O 0.07534 -3.79942 -3.07980 -2.442 4.024 2.676 -0.308
C -1.13500 -1.33698 0.27340 -0.340 -0.084 1.600 -1.390
C -2.65830 -1.01415 0.67757 -0.974 -0.198 0.343 0.749
C -3.74373 -1.99803 -0.04285 1.133 1.479 -1.015 -0.985
C -2.82594 -1.31958 2.28887 0.229 -1.238 0.000 -1.314
H 6.26616 -0.55370 2.76195 -1.152 0.466 -0.257 0.361
H 4.91610 0.70641 3.30529 0.532 -1.402 -0.938 0.343
H 4.55011 -1.13875 3.05977 1.059 1.524 -0.095 0.315
H 4.77322 -1.11191 0.67741 0.208 1.252 0.574 0.358
H 5.71989 0.46149 0.56714 -1.557 -0.687 0.423 0.379
H 2.96264 1.10438 1.85634 1.154 -0.433 -1.415 0.425
H 3.74029 1.84210 0.32706 0.017 -1.672 1.074 0.335
H 3.12181 -0.79882 -0.66412 -1.061 1.142 0.681 0.465
H 1.72838 -0.59157 0.53708 1.720 0.777 -0.395 0.182
H 2.07724 2.00318 -1.10928 -0.912 -1.719 0.142 0.748
H 1.94153 0.54607 -2.20689 -0.481 0.585 1.695 0.474
H -0.51195 1.09103 1.32522 0.540 0.096 -1.543 0.313
H 0.91933 2.08348 0.75557 -1.762 -0.689 -0.405 0.311
H -0.41492 3.92942 0.56432 -0.947 -1.515 -1.043 0.395
H -1.59045 3.12028 -0.69862 1.013 -0.116 1.316 0.217
H -1.95157 3.66802 2.32962 -0.195 -1.277 -1.264 0.335
H -3.17761 3.39552 0.95707 1.366 -0.709 0.710 0.306
H -2.44166 1.91497 1.81102 0.183 1.518 -0.288 0.227
H 1.03874 -1.36239 -2.52181 -1.157 -0.426 0.862 0.406
H 0.90192 -2.24491 -0.91261 -0.912 0.497 -1.571 0.444
H -1.71132 -3.06655 -2.37904 1.132 0.540 0.229 0.348
H -0.47930 -1.03296 1.17768 -0.691 -0.347 -1.721 0.364
H -1.04994 -2.49053 0.23189 -0.071 1.868 -0.200 0.574
H -2.89551 0.09437 0.51752 0.348 -1.574 -0.127 0.135
H -3.14765 -2.89902 -0.42301 -1.114 0.870 0.825 0.180
H -4.60951 -2.28117 0.64254 1.220 0.338 -1.109 0.467
H -4.11457 -1.42465 -0.97847 0.198 -1.042 1.538 0.237
H -1.81931 -1.35793 2.82588 -1.486 0.374 -0.567 0.350
H -3.29046 -2.36576 2.38004 0.783 1.590 0.047 0.465
H -3.56780 -0.57524 2.73859 1.127 -0.810 -0.708 0.359
In -2.15531 -0.46889 -5.68898 -0.386 -2.310 -2.814 0.697
```
Forces are in eV/Å.

ORCA calculation (ωB97M-V/def2-TZVPD) on a molecular structure, C16H31MgNP2Se.

Properties
HOMO level ... -0.2654 Eh
LUMO energy ... -0.0034 Ha
Energy relative to the best compared isomer or geometry (same formula, charge and spin) ... 0.00 kcal per mole
Gap between HOMO and LUMO ... 7.13 eV

```
52
Properties=species:S:1:pos:R:3:forces:R:3:mulliken_charge:R:1
P -1.82467 6.02481 0.46455 0.021 1.999 0.265 1.097
P -2.69556 5.21950 -2.26484 -1.138 1.340 -1.097 0.825
C -2.36820 7.45954 -0.64143 0.336 -0.437 0.459 -1.263
C -3.26984 6.94550 -1.73450 0.130 -0.671 -0.079 -1.209
H -1.46379 7.94129 -1.03412 -0.195 -0.079 -0.035 0.450
H -2.90592 8.17050 -0.00779 0.316 0.166 -0.071 0.537
H -4.31811 6.87414 -1.41637 0.225 0.043 0.038 0.466
H -3.20866 7.59799 -2.61021 -0.336 -0.117 0.031 0.522
C -1.60673 5.91319 -3.59087 0.292 -0.377 -0.052 -1.518
H -1.34258 5.10411 -4.28510 0.131 0.290 0.077 0.381
H -0.69305 6.33746 -3.15230 -0.152 -0.122 -0.209 0.330
H -2.16220 6.69880 -4.12751 0.318 -0.314 0.093 0.508
C -4.17096 4.98005 -3.34553 -0.017 -0.334 -0.214 -1.402
H -4.28485 5.85349 -4.01567 -0.096 -0.499 0.238 0.386
H -5.06485 4.87625 -2.70813 0.270 -0.045 -0.348 0.382
H -4.02261 4.05944 -3.93247 -0.307 0.339 0.055 0.381
C -0.64474 7.06079 1.41378 0.140 -0.041 0.329 -1.368
H -0.27979 6.47405 2.26999 0.050 0.376 -0.163 0.388
H -1.16021 7.97459 1.75926 0.409 -0.287 -0.023 0.380
H 0.19905 7.32820 0.75884 -0.193 -0.068 0.333 0.374
C -3.26465 6.25153 1.59794 -0.008 -0.390 0.222 -1.593
H -4.18440 5.87146 1.13070 0.195 0.073 0.234 0.347
H -3.36896 7.32898 1.80523 -0.078 -0.457 0.070 0.493
H -3.06898 5.70758 2.53245 -0.272 0.121 -0.172 0.373
Mg 0.06022 -0.11199 0.50167 0.551 -1.000 -0.265 0.936
C -1.51505 0.86211 -1.38550 -0.106 -0.139 0.000 -0.891
C -0.34453 1.33478 -1.83183 0.481 -0.513 0.219 -0.303
C 0.15411 2.73037 -1.62569 0.283 1.001 -0.405 0.478
C 0.96449 3.09162 -0.34662 0.444 0.062 -0.731 -0.660
C 0.47517 2.65858 0.99581 -0.314 -0.254 0.348 -0.604
C -0.79992 2.41912 1.33735 0.165 -0.291 0.371 -0.541
C -1.99539 2.69362 0.47651 -0.544 0.498 -0.585 1.383
C -2.49309 1.62582 -0.53344 -0.668 -0.355 0.562 -0.713
C 0.70397 -0.55003 2.43764 -0.284 0.088 -0.244 -1.383
H -1.83447 -0.16111 -1.66519 0.352 0.588 0.106 0.435
H 0.30474 0.67349 -2.42478 -0.358 0.144 0.248 0.404
H -0.65725 3.46384 -1.74840 0.095 -0.407 0.124 -0.851
H 0.84813 2.94859 -2.45653 -0.254 -0.077 0.236 0.579
H 1.96323 2.64326 -0.44953 -0.066 0.208 -0.078 0.449
H 1.11088 4.18894 -0.41844 0.020 -0.470 0.339 0.333
H 1.27227 2.47391 1.73569 -0.534 0.054 -0.294 0.371
H -1.01057 2.03870 2.35328 0.269 0.192 -0.563 0.295
H -1.85088 3.63957 -0.08107 -0.058 -0.712 0.454 -1.628
H -2.85745 2.85962 1.14702 0.315 0.096 -0.236 0.652
H -3.04647 0.84744 0.01655 -0.013 0.230 -0.010 0.420
H -3.27034 2.14229 -1.12989 0.413 -0.352 -0.053 0.331
H 0.11688 -1.43796 2.72658 0.376 0.213 0.137 0.374
H 0.60275 0.23200 3.19423 0.059 -0.161 0.093 0.310
H 1.76353 -0.83043 2.32539 -0.301 -0.037 0.187 0.330
Se 1.16287 -4.49889 -1.67119 0.088 -0.333 -0.190 -0.253
C 0.79811 -2.91158 -1.02075 -0.320 1.249 0.602 0.257
N 0.54885 -1.85093 -0.56359 -0.134 -0.028 -0.353 -0.775
```
Forces are in eV/Å.

ORCA calculation (ωB97M-V/def2-TZVPD) on a molecular structure, C16H31N2OPRuSi.

Properties
Spin multiplicity ... 5
HOMO level (spin up / spin down) ... -0.1922 / -0.2843 Eh
LUMO energy (spin up / spin down) ... 0.0201 / -0.0544 Ha
Energy relative to the best compared isomer or geometry (same formula, charge and spin) ... 2.02 kcal per mole
Gap between HOMO and LUMO (spin up / spin down) ... 5.78 / 6.25 eV

```
53
Properties=species:S:1:pos:R:3:forces:R:3:mulliken_charge:R:1
Ru -0.36434 -0.28555 -0.12267 -2.541 -0.883 1.780 0.152
Si -1.77443 1.42148 -0.65262 -0.403 0.644 -0.207 1.194
P -1.12604 -1.45877 -1.85477 -0.575 -0.507 -1.348 1.544
N 1.21759 0.39400 -0.69710 5.524 2.254 -2.805 -0.718
H -1.09840 -0.16275 1.28108 -1.441 -0.481 2.145 -0.054
C -0.39659 -3.12244 -2.02689 -0.134 0.143 0.100 -1.371
H -0.74909 -3.61284 -2.93404 -0.023 -0.017 -0.042 0.433
H -0.66746 -3.70800 -1.14973 0.061 -0.005 -0.025 0.345
H 0.68656 -3.01864 -2.06541 0.051 -0.035 0.010 0.309
C -2.92050 -1.80058 -1.93929 -0.077 -0.199 -0.245 -1.275
H -3.11990 -2.49602 -2.76686 -0.087 0.127 0.167 0.437
H -3.48239 -0.87359 -2.10362 0.177 -0.164 0.072 0.317
H -3.24254 -2.25951 -0.99498 0.138 0.108 -0.250 0.232
C -0.71694 -0.70302 -3.47712 -0.123 -0.077 -0.142 -1.220
H -1.19660 -1.26313 -4.29277 0.146 0.118 0.142 0.422
H 0.37193 -0.72229 -3.61890 -0.240 -0.010 0.089 0.295
H -1.05375 0.33960 -3.50910 0.054 -0.270 0.043 0.296
C -3.27059 1.71654 0.43274 -0.544 0.212 0.514 -1.236
H -3.00376 1.73384 1.50135 -0.109 -0.018 -0.327 0.272
H -4.05877 0.95937 0.27944 0.281 0.214 0.055 0.274
H -3.70613 2.70036 0.17700 0.112 -0.384 0.101 0.365
H -1.04903 2.70392 -0.71331 0.040 0.302 -0.221 -0.404
H -2.39638 1.26415 -1.97249 -0.273 0.120 -0.682 -0.362
C 2.12452 0.89724 -1.54472 -1.037 -0.732 1.208 -0.216
C 4.30749 0.73842 -2.60752 0.822 -0.065 -0.446 -0.465
C 3.43704 0.31120 -1.64990 -0.442 -0.347 0.754 -0.308
C 1.79995 1.98527 -2.43169 -0.834 -0.125 0.423 0.156
C 2.68398 2.38299 -3.39552 0.121 0.417 -0.414 -0.557
C 3.94163 1.76432 -3.49862 0.081 0.126 -0.145 -0.331
H 5.30596 0.27433 -2.69077 -0.624 0.306 0.013 0.331
H 3.65876 -0.49524 -0.93298 0.027 0.442 -0.501 0.381
H 0.80381 2.44045 -2.29732 0.627 -0.219 -0.188 0.233
H 2.40035 3.19201 -4.08835 0.260 -0.464 0.378 0.352
H 4.63683 2.09390 -4.27124 -0.152 -0.129 0.226 0.366
C -1.37852 -1.73404 1.89335 3.065 0.099 -4.753 1.474
O -0.73519 -2.20229 0.75265 -1.563 -0.961 2.665 -0.824
C -0.56996 -1.91566 3.10611 0.862 0.022 1.530 -1.185
H -1.22390 -2.02325 3.98435 0.306 0.158 -0.098 0.425
H 0.13868 -1.07942 3.28637 -0.446 -0.564 -0.119 0.158
H 0.02166 -2.85156 3.00532 -0.330 0.585 -0.036 0.274
C -2.83695 -1.86933 1.94274 -1.739 0.044 0.306 -1.267
H -3.10845 -2.90920 1.65062 0.195 0.545 0.120 0.295
H -3.38260 -1.16497 1.27878 0.485 -0.501 0.317 0.039
H -3.19641 -1.70663 2.97811 0.042 -0.029 -0.564 0.458
C 1.15142 3.39736 4.55143 -0.195 -0.266 -0.171 -1.086
C 1.70095 2.84045 3.22266 1.010 0.221 0.299 -0.296
C 0.66619 2.33613 2.33955 -3.826 -1.211 -3.000 0.141
N -0.22253 2.00334 1.61675 3.807 1.456 3.352 -0.289
H 0.36080 4.12593 4.35498 0.129 -0.059 0.074 0.328
H 1.94613 3.87929 5.12894 -0.114 -0.136 -0.160 0.331
H 0.72528 2.57894 5.14204 0.063 0.228 -0.038 0.301
H 2.25583 3.63209 2.68241 -0.284 -0.395 0.157 0.290
H 2.42625 2.02568 3.41544 -0.333 0.365 -0.114 0.244
```
Forces are in eV/Å.